C16H38ClFNO2S2 | ωB97M-V with the def2-TZVPD basis set

XYZ file:
```
61
C16H38ClFNO2S2, DFT ωB97M-V with the def2-TZVPD basis set
N 1.2209 -0.7651 -1.6976
S -0.0559 0.0983 -2.2825
F -0.3777 0.9867 -1.0501
C -1.3871 -1.0851 -2.1976
C -2.5825 -0.5055 -2.9924
C -3.9066 -0.9176 -2.3265
C -5.0340 -1.1437 -3.3487
S -6.2431 0.1744 -3.4723
O -7.2885 -0.0736 -2.5410
O -6.5619 0.3246 -4.8544
Cl -5.2262 1.8460 -2.8997
H 1.3872 -1.5643 -2.3074
H 2.0386 -0.1543 -1.6951
H -1.0057 -2.0104 -2.6250
H -1.6311 -1.2168 -1.1435
H -2.4926 -0.8009 -4.0324
H -2.5145 0.5828 -2.9538
H -4.1588 -0.1130 -1.6431
H -3.7824 -1.8289 -1.7493
H -4.6579 -1.3011 -4.3527
H -5.6123 -2.0176 -3.0658
C -2.9840 -1.4735 1.2126
C -2.3245 -0.1038 1.3418
C -0.8351 -0.1770 1.6663
C -0.4873 -0.8241 3.0061
C -1.1285 -0.1573 4.2216
C -0.6959 1.2937 4.4148
H -2.9716 -2.0413 2.1413
H -4.0284 -1.3575 0.9175
H -2.4720 -2.0615 0.4429
H -2.8587 0.4966 2.0799
H -2.4316 0.4267 0.3862
H -0.4199 0.8347 1.6306
H -0.3258 -0.7384 0.8694
H 0.6003 -0.8081 3.1240
H -0.7696 -1.8806 2.9880
H -0.8532 -0.7289 5.1100
H -2.2186 -0.2099 4.1530
H 0.3877 1.3635 4.5287
H -1.1527 1.7156 5.3096
H -0.9900 1.9222 3.5720
C 3.0366 1.1403 2.0769
C 2.9408 0.7424 0.6055
C 3.9901 -0.2850 0.1815
C 5.4386 0.1880 0.3000
C 5.7628 1.4559 -0.4888
C 5.5716 1.3010 -1.9952
H 3.9896 1.6165 2.3059
H 2.2466 1.8493 2.3301
H 2.9258 0.2676 2.7231
H 3.0102 1.6382 -0.0210
H 1.9475 0.3155 0.4244
H 3.7933 -0.5906 -0.8532
H 3.8666 -1.1880 0.7865
H 6.0943 -0.6195 -0.0384
H 5.6855 0.3509 1.3515
H 6.8021 1.7265 -0.2940
H 5.1585 2.2923 -0.1276
H 6.1972 0.4972 -2.3872
H 5.8428 2.2189 -2.5168
H 4.5312 1.0763 -2.2487
```

The net charge is +1. As for the spin multiplicity: 1. The value obtained for the HOMO energy is -13.588 eV. The HOMO-LUMO gap comes out at 9.1 eV. The max |F| is 1.55 eV/Å.